(1)
Density functional theory data (wB97M-V/def2-TZVPD) for a 4-piece molecular cluster, C15H37F3O12PS3 overall in a non-equilibrium geometry.

charge = -1
molecular weight = 593.6 g mol⁻¹
LUMO = 2.1 eV
HOMO energy = -3.675 eV
multiplicity = 1

Each line ends with the Mulliken charge.
Element x y z (Å)
1 S 0.19 2.31 -1.91  1.27
2 S -5.42 5.16 -0.58  1.11
3 S 5.41 -1.02 -2.25  1.19
4 P -4.32 -2.99 2.06  -0.17
5 F 2.19 -2.15 3.19  -0.27
6 F 1.86 -1.44 1.14  -0.21
7 F 3.85 -2.46 1.69  -0.28
8 O -5.82 5.01 0.97  -0.29
9 O 0.12 0.87 -1.99  -0.61
10 O -5.55 6.54 -0.96  -0.62
11 O 6.01 -2.43 -1.77  -0.22
12 O -3.34 -4.36 1.47  -0.47
13 O 6.33 0.02 -1.89  -0.63
14 O 0.99 3.06 -2.83  -0.65
15 O 0.85 -4.24 2.38  -0.35
16 O 0.59 2.72 -0.41  -0.29
17 O -4.20 4.43 -0.81  -0.50
18 O -3.46 -1.88 1.01  -0.35
19 O 4.93 -1.16 -3.60  -0.67
20 C 8.38 -2.33 -2.40  -0.99
21 C -1.01 -4.82 0.78  -0.80
22 C 4.04 -0.97 -1.14  -0.64
23 C 0.05 -5.30 1.83  -0.51
24 C 1.79 2.16 0.15  -0.04
25 C -1.44 2.96 -1.90  -1.05
26 C -2.30 -2.51 0.48  -0.30
27 C -2.04 -3.77 1.40  0.31
28 C 2.46 -2.45 1.89  0.84
29 C -6.77 4.25 -1.25  -0.98
30 C -4.73 6.90 2.07  -0.99
31 C 1.88 -3.85 1.49  -0.46
32 C 7.04 -3.03 -2.56  -0.39
33 C -4.86 5.39 1.96  -0.27
34 C 3.05 2.77 -0.44  -1.17
35 H -5.04 -1.86 2.65  -0.02
36 H 3.93 2.39 0.07  0.41
37 H -2.05 2.42 -1.18  0.35
38 H 1.43 -3.70 0.46  0.19
39 H 7.14 -4.06 -2.22  0.26
40 H -0.46 -5.90 2.61  0.37
41 H -6.70 3.21 -0.94  0.34
42 H -3.89 4.92 1.75  0.27
43 H -1.60 -5.71 0.47  0.36
44 H 1.78 1.07 0.02  0.12
45 H 2.68 -4.63 1.37  0.27
46 H 4.40 -1.06 -0.12  0.31
47 H 0.77 -6.00 1.29  0.31
48 H 8.34 -1.31 -2.79  0.31
49 H -1.42 -1.84 0.28  0.13
50 H -5.35 -3.09 1.05  -0.06
51 H 3.35 -1.78 -1.38  0.36
52 H -1.85 2.84 -2.90  0.46
53 H -7.70 4.70 -0.91  0.34
54 H -3.44 -2.84 3.20  -0.06
55 H -0.55 -4.41 -0.16  0.22
56 H 6.74 -3.07 -3.61  0.34
57 H 8.64 -2.25 -1.34  0.26
58 H -4.31 7.33 1.16  0.30
59 H -1.40 4.02 -1.65  0.33
60 H 3.03 3.86 -0.36  0.34
61 H -5.22 4.99 2.91  0.28
62 H 9.16 -2.87 -2.93  0.38
63 H -6.70 4.32 -2.34  0.36
64 H -5.04 -3.97 2.85  0.00
65 H 1.75 2.36 1.22  0.29
66 H 3.54 -0.01 -1.27  0.07
67 H -1.56 -3.53 2.38  0.09
68 H -4.07 7.17 2.90  0.38
69 H -2.53 -2.98 -0.52  0.23
70 H 3.14 2.53 -1.50  0.30
71 H -5.70 7.36 2.23  0.26

(2)
Density functional theory data (wB97M-V/def2-TZVPD) for C15H37InNO6 as an isolated structure.

charge = -1
molecular weight = 442.3 g mol⁻¹
LUMO = 2.3 eV
HOMO energy = -4.695 eV
multiplicity = 1

Each line ends with the Mulliken charge.
Element x y z (Å)
1 In 1.26 -4.65 2.58  0.52
2 O 2.33 2.20 1.58  -0.33
3 O 1.25 4.75 0.31  -0.50
4 O -0.54 -0.85 -1.30  -0.41
5 O 1.78 4.63 3.32  -0.29
6 O -2.58 1.21 -2.31  -0.31
7 O -2.73 -1.64 -3.30  -0.31
8 N 0.73 -7.08 -0.63  -0.88
9 C 1.46 1.12 1.24  -0.66
10 C -1.27 -6.36 0.52  -1.43
11 C 0.88 -4.91 0.37  -0.85
12 C -3.21 1.81 -1.20  -0.84
13 C -1.17 1.35 -2.35  -0.05
14 C -1.82 -1.40 -1.01  -0.39
15 C 2.91 2.87 0.48  -0.38
16 C -2.13 -2.22 -4.43  -0.82
17 C 0.17 -6.15 0.05  0.97
18 C -2.46 -2.30 -2.07  -0.46
19 C 0.33 4.43 1.34  0.03
20 C 0.57 5.03 2.71  -0.64
21 C -0.40 0.03 -2.39  -0.49
22 C 2.61 4.36 0.44  -0.24
23 C 2.65 5.68 3.68  -0.84
24 H 0.48 6.12 2.67  0.35
25 H -0.24 4.67 3.36  0.36
26 H 1.08 1.20 0.22  0.15
27 H -1.29 -7.30 1.08  0.41
28 H 0.66 0.30 -2.40  0.52
29 H 0.49 -3.12 3.14  -0.37
30 H -2.51 -0.62 -0.69  0.06
31 H 3.10 4.75 -0.46  0.44
32 H 1.99 0.17 1.37  0.32
33 H -1.23 -2.80 -4.18  0.40
34 H 0.63 -6.11 3.41  -0.33
35 H 2.49 6.58 3.08  0.41
36 H -0.63 4.82 0.99  0.48
37 H -1.83 -1.42 -5.11  0.24
38 H -2.53 1.97 -0.36  0.39
39 H 2.55 5.91 4.74  0.26
40 H 1.83 -4.97 -0.16  0.42
41 H 3.08 4.88 1.27  0.05
42 H -1.88 -6.55 -0.37  0.41
43 H -1.85 -3.19 -2.22  0.34
44 H -3.66 2.77 -1.50  0.25
45 H -0.92 1.90 -3.26  0.36
46 H 2.61 2.41 -0.47  0.21
47 H 0.35 -4.04 -0.05  0.03
48 H 4.00 2.76 0.56  0.38
49 H -0.81 1.95 -1.51  -0.04
50 H 0.07 -7.85 -0.73  0.23
51 H -2.84 -2.87 -4.96  0.25
52 H 3.00 -4.52 2.97  -0.36
53 H -0.58 -0.49 -3.33  0.16
54 H -1.66 -2.03 -0.13  0.53
55 H -1.66 -5.53 1.10  0.24
56 H 0.61 1.14 1.92  0.29
57 H -4.02 1.15 -0.87  0.27
58 H 0.19 3.35 1.40  -0.10
59 H 3.68 5.34 3.50  0.24
60 H -3.42 -2.62 -1.66  0.38